Entry 1:
75
Properties=species:S:1:pos:R:3 method="wB97M-V/def2-TZVPD" fmax_ev_per_a=4.94 total_charge=+2 total_energy_ha=-1888.74032 homo_energy_ev="-15.289 / -15.289"
Tl -1.252 0.048 -0.300
P -0.065 -2.495 -1.054
P -0.091 2.548 -0.826
N -0.097 0.129 -2.805
C -0.038 -2.388 -2.930
H 0.594 -3.211 -3.314
H -1.080 -2.542 -3.271
C 0.518 -1.073 -3.448
H 1.599 -1.037 -3.329
H 0.269 -1.011 -4.516
C 0.501 1.390 -3.345
H 0.231 1.414 -4.408
H 1.584 1.344 -3.249
C -0.051 2.641 -2.689
H -1.084 2.841 -3.021
H 0.584 3.490 -2.987
C 1.455 3.501 -0.365
C 1.882 3.130 1.057
H 2.901 3.512 1.218
H 1.896 2.044 1.234
H 1.226 3.616 1.795
C -1.595 3.587 -0.433
C -1.778 3.719 1.081
H -2.730 4.232 1.272
H -0.971 4.320 1.527
H -1.841 2.746 1.590
C -1.597 -3.597 -0.816
C -1.766 -3.938 0.676
H -2.710 -4.493 0.771
H -1.864 -3.036 1.307
H -0.931 -4.567 1.042
C 1.471 -3.543 -0.737
C 1.944 -3.304 0.703
H 2.888 -3.856 0.839
H 1.207 -3.709 1.419
H 2.134 -2.235 0.908
C 1.872 -0.121 -0.370
O 2.996 0.163 -0.431
C -1.735 4.938 -1.139
H -1.034 5.679 -0.739
H -1.580 4.866 -2.219
H -2.762 5.303 -0.990
C -1.739 -4.840 -1.702
H -2.771 -5.204 -1.575
H -1.586 -4.613 -2.764
H -1.032 -5.622 -1.395
C 1.395 -5.046 -1.043
H 2.414 -5.451 -0.942
H 0.747 -5.564 -0.317
H 1.066 -5.252 -2.071
C 1.430 5.020 -0.536
H 0.794 5.499 0.221
H 2.453 5.395 -0.386
H 1.115 5.336 -1.536
H 2.202 3.088 -1.065
H 2.203 -3.078 -1.424
H -2.394 2.925 -0.816
H -2.381 -2.863 -1.105
H -1.048 0.126 -3.263
H -2.968 -0.045 -1.007
C 1.143 -1.475 4.041
C -0.041 -1.145 3.151
O -0.027 0.185 2.585
C -0.056 1.217 3.598
C -1.306 1.221 4.468
H 2.095 -1.208 3.571
H 1.149 -2.546 4.276
H 1.086 -0.944 4.997
H -0.065 -1.832 2.294
H -0.994 -1.253 3.680
H 0.837 1.101 4.234
H 0.018 2.178 3.069
H -1.326 0.353 5.140
H -1.309 2.138 5.088
H -2.202 1.156 3.827

Entry 2:
78
Properties=species:S:1:pos:R:3 method="wB97M-V/def2-TZVPD" fmax_ev_per_a=2.58 total_charge=-1 total_energy_ha=-1485.22606 homo_energy_ev=-1.846
C 0.030 -2.272 0.918
N 0.668 -0.877 0.762
C -0.493 0.016 0.382
C -0.243 1.620 0.608
C 0.683 2.297 -0.563
C 2.220 1.731 -0.651
C 2.500 1.142 -2.186
O 2.489 -0.352 -2.099
C -1.738 2.322 0.483
C -2.565 1.907 -0.870
C -3.661 0.687 -0.652
O -4.455 0.495 -1.911
H -1.028 -2.316 0.368
H 0.692 -3.100 0.418
H -0.219 -2.500 2.061
H 1.093 -0.598 1.691
H -1.390 -0.284 1.110
H -0.848 -0.285 -0.696
H 0.774 3.454 -0.283
H 0.165 2.284 -1.629
H 2.978 2.634 -0.473
H 2.500 0.919 0.143
H 1.693 1.488 -2.964
H 3.541 1.525 -2.598
H 2.098 -0.695 -2.960
H -2.379 2.142 1.450
H -1.528 3.493 0.406
H -1.893 1.579 -1.780
H -3.201 2.835 -1.268
H -4.347 0.831 0.297
H -3.116 -0.362 -0.487
H -3.881 -0.141 -2.465
C -4.589 -2.628 -3.577
O -3.187 -2.731 -3.775
C -2.434 -2.732 -2.564
C -1.505 -3.953 -2.447
O -2.126 -5.241 -2.411
C -2.834 -5.663 -3.582
C -2.019 -5.817 -4.878
O -1.511 -4.567 -5.342
C -0.111 -4.566 -5.594
H -4.896 -1.584 -3.665
H -5.086 -3.203 -4.370
H -4.911 -3.040 -2.617
H -3.075 -2.664 -1.683
H -1.807 -1.830 -2.587
H -0.979 -3.857 -1.488
H -0.725 -3.934 -3.197
H -3.705 -5.039 -3.737
H -3.231 -6.656 -3.337
H -2.685 -6.194 -5.658
H -1.220 -6.558 -4.731
H 0.428 -5.286 -4.969
H 0.269 -3.570 -5.357
H 0.071 -4.767 -6.647
C 2.156 5.902 3.892
O 1.998 4.742 4.694
C 1.002 3.842 4.213
C 1.543 2.417 4.007
O 2.584 2.250 3.041
C 3.840 2.883 3.312
C 4.597 2.431 4.573
O 3.895 2.771 5.768
C 3.700 1.678 6.657
H 1.560 6.718 4.307
H 3.214 6.196 3.926
H 1.893 5.732 2.845
H 0.536 4.201 3.293
H 0.221 3.800 4.985
H 0.704 1.812 3.637
H 1.825 1.958 4.946
H 3.729 3.960 3.283
H 4.477 2.637 2.453
H 5.551 2.964 4.608
H 4.814 1.356 4.513
H 3.653 0.716 6.135
H 2.745 1.828 7.165
H 4.492 1.667 7.402

Entry 3:
79
Properties=species:S:1:pos:R:3 method="wB97M-V/def2-TZVPD" e_above_lowest_ev=0.000 fmax_ev_per_a=0.35 total_charge=-1 total_energy_ha=-3025.28495 homo_energy_ev=-4.210
Au -1.389 0.549 0.117
C -1.890 -2.558 -1.534
Si -3.359 -1.383 -1.455
C -4.881 -2.478 -1.758
C -3.317 -0.216 -2.934
C -3.362 -0.371 0.104
C -4.373 0.736 0.002
C -5.754 0.471 -0.049
C -6.663 1.505 -0.144
C -6.199 2.812 -0.188
C -4.829 2.998 -0.133
N -3.946 2.008 -0.042
Si -3.505 -1.218 1.752
C -5.052 -2.286 2.023
C -2.051 -2.365 2.089
C -3.596 0.097 3.099
H -1.840 -3.035 -2.517
H -1.975 -3.347 -0.785
H -0.952 -2.027 -1.357
H -4.776 -3.007 -2.709
H -5.796 -1.884 -1.813
H -5.014 -3.226 -0.973
H -3.258 -0.760 -3.881
H -2.466 0.466 -2.871
H -4.225 0.393 -2.952
H -6.100 -0.552 -0.013
H -7.725 1.292 -0.182
H -6.874 3.655 -0.263
H -4.403 3.996 -0.164
H -5.112 -3.112 1.311
H -5.965 -1.695 1.929
H -5.039 -2.713 3.030
H -2.064 -3.228 1.420
H -2.093 -2.737 3.116
H -1.102 -1.846 1.946
H -4.501 0.697 2.970
H -2.742 0.776 3.042
H -3.625 -0.345 4.099
C 6.157 2.128 0.599
Si 4.322 2.590 0.513
C 3.895 3.313 2.202
C 4.208 3.986 -0.753
Si 2.806 0.883 -0.027
Te 0.682 2.153 0.046
Si 3.078 -0.889 1.467
C 4.838 -1.574 1.323
C 1.924 -2.338 1.124
C 2.832 -0.369 3.261
Si 3.265 0.120 -2.191
C 5.117 -0.159 -2.477
C 2.699 1.391 -3.458
C 2.412 -1.515 -2.588
H 6.749 3.020 0.822
H 6.517 1.711 -0.344
H 6.352 1.393 1.383
H 4.467 4.227 2.386
H 4.122 2.605 3.002
H 2.832 3.553 2.263
H 4.774 4.856 -0.410
H 3.171 4.288 -0.911
H 4.615 3.676 -1.719
H 5.018 -1.988 0.328
H 5.000 -2.374 2.051
H 5.589 -0.801 1.498
H 2.137 -2.782 0.149
H 0.875 -2.032 1.121
H 2.051 -3.114 1.884
H 3.601 0.344 3.567
H 2.889 -1.235 3.924
H 1.861 0.111 3.405
H 5.685 0.759 -2.312
H 5.305 -0.490 -3.502
H 5.516 -0.918 -1.800
H 3.264 2.320 -3.354
H 1.645 1.635 -3.313
H 2.835 1.019 -4.477
H 2.852 -2.335 -2.015
H 2.515 -1.755 -3.650
H 1.346 -1.478 -2.350

What did the third record say?
79
Properties=species:S:1:pos:R:3 method="wB97M-V/def2-TZVPD" e_above_lowest_ev=0.000 fmax_ev_per_a=0.35 total_charge=-1 total_energy_ha=-3025.28495 homo_energy_ev=-4.210
Au -1.389 0.549 0.117
C -1.890 -2.558 -1.534
Si -3.359 -1.383 -1.455
C -4.881 -2.478 -1.758
C -3.317 -0.216 -2.934
C -3.362 -0.371 0.104
C -4.373 0.736 0.002
C -5.754 0.471 -0.049
C -6.663 1.505 -0.144
C -6.199 2.812 -0.188
C -4.829 2.998 -0.133
N -3.946 2.008 -0.042
Si -3.505 -1.218 1.752
C -5.052 -2.286 2.023
C -2.051 -2.365 2.089
C -3.596 0.097 3.099
H -1.840 -3.035 -2.517
H -1.975 -3.347 -0.785
H -0.952 -2.027 -1.357
H -4.776 -3.007 -2.709
H -5.796 -1.884 -1.813
H -5.014 -3.226 -0.973
H -3.258 -0.760 -3.881
H -2.466 0.466 -2.871
H -4.225 0.393 -2.952
H -6.100 -0.552 -0.013
H -7.725 1.292 -0.182
H -6.874 3.655 -0.263
H -4.403 3.996 -0.164
H -5.112 -3.112 1.311
H -5.965 -1.695 1.929
H -5.039 -2.713 3.030
H -2.064 -3.228 1.420
H -2.093 -2.737 3.116
H -1.102 -1.846 1.946
H -4.501 0.697 2.970
H -2.742 0.776 3.042
H -3.625 -0.345 4.099
C 6.157 2.128 0.599
Si 4.322 2.590 0.513
C 3.895 3.313 2.202
C 4.208 3.986 -0.753
Si 2.806 0.883 -0.027
Te 0.682 2.153 0.046
Si 3.078 -0.889 1.467
C 4.838 -1.574 1.323
C 1.924 -2.338 1.124
C 2.832 -0.369 3.261
Si 3.265 0.120 -2.191
C 5.117 -0.159 -2.477
C 2.699 1.391 -3.458
C 2.412 -1.515 -2.588
H 6.749 3.020 0.822
H 6.517 1.711 -0.344
H 6.352 1.393 1.383
H 4.467 4.227 2.386
H 4.122 2.605 3.002
H 2.832 3.553 2.263
H 4.774 4.856 -0.410
H 3.171 4.288 -0.911
H 4.615 3.676 -1.719
H 5.018 -1.988 0.328
H 5.000 -2.374 2.051
H 5.589 -0.801 1.498
H 2.137 -2.782 0.149
H 0.875 -2.032 1.121
H 2.051 -3.114 1.884
H 3.601 0.344 3.567
H 2.889 -1.235 3.924
H 1.861 0.111 3.405
H 5.685 0.759 -2.312
H 5.305 -0.490 -3.502
H 5.516 -0.918 -1.800
H 3.264 2.320 -3.354
H 1.645 1.635 -3.313
H 2.835 1.019 -4.477
H 2.852 -2.335 -2.015
H 2.515 -1.755 -3.650
H 1.346 -1.478 -2.350